{"formula": "C40H56F7N9NiO3SSb", "method": "ωB97M-V/def2-TZVPD", "elements": ["Ni", "F", "C", "C", "C", "C", "O", "C", "C", "N", "C", "C", "C", "C", "C", "C", "N", "C", "C", "N", "C", "C", "C", "O", "O", "H", "H", "H", "H", "H", "H", "H", "H", "H", "H", "H", "H", "H", "H", "H", "H", "H", "H", "C", "C", "N", "C", "N", "C", "C", "C", "N", "C", "H", "H", "H", "H", "H", "H", "H", "H", "H", "H", "H", "H", "H", "C", "C", "C", "C", "N", "C", "S", "N", "C", "C", "C", "C", "H", "H", "H", "H", "H", "H", "H", "H", "H", "H", "H", "H", "H", "H", "H", "H", "H", "H", "H", "H", "F", "Sb", "F", "F", "F", "F", "F", "N", "C", "C", "C", "C", "C", "C", "C", "H", "H", "H", "H", "H"], "positions_angstrom": [[-0.8177, 0.8797, -0.8056], [2.7277, -3.9624, 2.5688], [1.3897, -3.8071, 2.5032], [0.8805, -2.7624, 1.7897], [-0.5019, -2.5507, 1.7636], [-1.0431, -1.4403, 0.9799], [-0.2466, -0.7129, 0.3478], [-2.4566, -1.2895, 1.0010], [-3.2042, -2.1644, 1.7419], [-2.7097, -3.1695, 2.4801], [-3.6102, -4.0232, 3.2318], [-4.7365, -3.3883, 3.9827], [-3.5730, -3.9644, 4.7314], [-1.3399, -3.4047, 2.4880], [-0.7946, -4.4909, 3.1826], [0.5703, -4.7101, 3.2015], [1.0837, -5.8243, 3.9077], [2.3564, -6.4166, 3.5387], [2.3526, -7.8816, 3.9379], [2.1269, -7.9744, 5.4246], [0.8218, -7.3278, 5.8063], [0.8464, -5.8838, 5.3388], [-3.2464, -0.2333, 0.2673], [-4.4540, -0.2221, 0.3862], [-2.6244, 0.6368, -0.4738], [1.5381, -2.0739, 1.2725], [-4.2791, -2.0429, 1.7432], [-3.7886, -4.9804, 2.7572], [-5.6799, -3.9132, 3.9998], [-4.8219, -2.3111, 3.9541], [-3.7145, -4.8880, 5.2758], [-2.8797, -3.2673, 5.1832], [-1.4467, -5.1836, 3.6944], [3.2089, -5.9089, 4.0126], [2.5025, -6.3620, 2.4628], [3.2942, -8.3734, 3.7028], [1.5305, -8.4135, 3.4627], [2.8888, -7.4865, 5.9034], [2.1543, -8.9467, 5.7345], [0.7034, -7.4056, 6.8852], [0.0358, -7.8918, 5.3078], [1.6266, -5.3374, 5.8950], [-0.1070, -5.4229, 5.5863], [1.6774, -3.1028, -3.5749], [2.1730, -2.0225, -2.6364], [1.0328, -1.2609, -2.1579], [-0.0838, -1.0113, -2.8596], [-1.0099, -0.1946, -2.3650], [-2.3312, -0.1643, -2.9974], [-2.2022, -0.2503, -4.5031], [-1.4475, -1.5068, -4.8615], [-0.2354, -1.6260, -4.0530], [0.8317, -2.4380, -4.6397], [1.0784, -3.8305, -3.0226], [2.5123, -3.6248, -4.0401], [2.8881, -1.3704, -3.1459], [2.6755, -2.4408, -1.7659], [1.1096, -0.8106, -1.2612], [-2.8272, 0.7606, -2.7279], [-2.9499, -0.9818, -2.6144], [-1.6802, 0.6337, -4.8749], [-3.1937, -0.2687, -4.9549], [-1.1468, -1.5030, -5.9099], [-2.0752, -2.3889, -4.6986], [1.4615, -1.8067, -5.2755], [0.3585, -3.1806, -5.2816], [1.2878, 7.9413, -0.7707], [0.1823, 7.4600, -1.7057], [-0.7653, 6.4483, -1.0632], [-0.0710, 5.2086, -0.5096], [0.7406, 4.5307, -1.5191], [0.3347, 3.5661, -2.3448], [-1.2770, 2.9462, -2.2414], [1.2185, 3.1480, -3.2481], [1.0002, 2.0956, -4.2355], [0.3269, 2.5855, -5.5140], [1.1688, 3.5089, -6.3954], [1.3119, 4.9380, -5.8761], [1.8487, 8.7614, -1.2175], [2.0065, 7.1522, -0.5342], [0.8718, 8.3012, 0.1731], [0.6200, 7.0290, -2.6111], [-0.4084, 8.3176, -2.0315], [-1.5141, 6.1250, -1.7905], [-1.3001, 6.9234, -0.2357], [-0.8126, 4.5036, -0.1410], [0.6004, 5.4671, 0.3105], [1.7198, 4.7800, -1.5417], [2.1765, 3.4373, -3.1081], [0.3929, 1.3237, -3.7671], [1.9811, 1.6738, -4.4586], [-0.6079, 3.0847, -5.2403], [0.0532, 1.6964, -6.0909], [0.7000, 3.5483, -7.3808], [2.1591, 3.0668, -6.5455], [0.3334, 5.3683, -5.6512], [1.7895, 5.5715, -6.6233], [1.9163, 4.9949, -4.9703], [1.0501, 1.3159, -1.0844], [3.0415, 1.3454, -0.4057], [3.2557, 3.1515, -0.8984], [3.1845, 0.9360, -2.2391], [4.6854, 1.3030, 0.4528], [2.7778, -0.4849, -0.0173], [2.0820, 1.8833, 1.1155], [-0.8014, 2.0228, 0.7308], [-0.7816, 2.6924, 1.6551], [-0.7450, 3.5925, 2.7645], [0.4939, 4.0239, 3.2402], [0.5261, 4.9323, 4.2834], [-0.6601, 5.3984, 4.8371], [-1.8887, 4.9574, 4.3607], [-1.9409, 4.0495, 3.3182], [1.4029, 3.6445, 2.7926], [1.4769, 5.2786, 4.6644], [-0.6274, 6.1155, 5.6466], [-2.8058, 5.3242, 4.8002], [-2.8885, 3.7018, 2.9285]], "atomic_forces_ev_per_a": [[-0.46, 0.13, -0.40], [0.01, 0.00, 0.00], [0.01, 0.05, 0.05], [0.00, 0.02, -0.02], [0.03, 0.02, -0.03], [-0.14, -0.04, 0.03], [0.17, 0.22, -0.05], [0.07, 0.00, -0.05], [0.00, -0.02, 0.02], [0.01, 0.03, 0.03], [0.00, -0.02, -0.04], [-0.02, 0.03, 0.01], [0.01, -0.03, 0.04], [-0.01, 0.01, 0.02], [0.00, -0.01, 0.02], [0.03, 0.00, -0.04], [-0.11, -0.07, 0.03], [-0.05, 0.00, 0.01], [0.00, 0.01, -0.07], [-0.03, 0.03, -0.04], [-0.04, 0.04, 0.03], [0.09, 0.03, -0.02], [0.02, 0.15, -0.09], [-0.04, -0.06, 0.04], [-0.32, -0.10, 0.15], [0.00, -0.02, -0.01], [0.00, 0.01, 0.00], [0.00, 0.00, 0.00], [0.01, -0.02, -0.02], [0.01, 0.00, 0.00], [0.00, -0.01, -0.01], [-0.01, 0.03, -0.03], [0.01, -0.01, -0.01], [0.02, 0.00, -0.03], [0.00, 0.00, 0.00], [0.03, 0.02, 0.05], [0.01, -0.03, 0.02], [0.02, -0.06, 0.03], [-0.02, 0.00, -0.01], [0.04, 0.00, 0.01], [0.01, -0.01, 0.00], [-0.03, 0.02, 0.02], [0.00, -0.01, -0.01], [-0.02, 0.05, 0.04], [0.03, -0.05, -0.05], [-0.10, 0.09, -0.03], [0.15, -0.18, 0.15], [-0.15, 0.05, 0.17], [-0.01, 0.10, -0.08], [0.03, 0.02, -0.03], [0.01, 0.09, 0.00], [-0.03, -0.01, -0.03], [0.02, -0.06, 0.02], [0.00, -0.01, -0.02], [0.01, 0.00, 0.01], [-0.02, 0.00, 0.01], [-0.01, 0.00, -0.01], [0.03, -0.13, -0.07], [-0.01, -0.02, 0.03], [0.01, -0.02, 0.00], [0.01, 0.00, 0.02], [0.00, 0.01, -0.01], [0.00, 0.02, 0.00], [0.02, -0.02, -0.03], [-0.02, 0.00, -0.03], [-0.02, -0.01, 0.02], [-0.01, 0.01, -0.01], [-0.01, 0.00, 0.06], [0.08, -0.01, -0.01], [-0.06, 0.01, -0.08], [-0.03, -0.16, 0.19], [0.19, 0.33, 0.02], [-0.03, -0.37, 0.07], [0.00, -0.15, 0.14], [-0.11, 0.05, -0.09], [0.03, 0.06, 0.05], [-0.03, 0.02, 0.03], [0.02, -0.01, -0.01], [0.01, -0.01, 0.00], [0.00, 0.00, 0.01], [0.00, 0.00, 0.00], [-0.01, 0.02, -0.01], [0.00, -0.01, -0.04], [-0.02, 0.02, 0.02], [-0.03, -0.01, 0.00], [0.03, 0.06, -0.03], [0.00, -0.01, 0.01], [-0.05, 0.03, -0.09], [-0.04, 0.09, -0.08], [0.03, -0.03, 0.01], [0.00, -0.02, 0.02], [-0.03, -0.04, -0.04], [0.02, 0.00, 0.00], [0.02, 0.00, -0.01], [-0.01, -0.01, -0.03], [0.01, 0.00, 0.01], [0.00, 0.00, 0.00], [0.00, 0.00, 0.00], [1.13, -0.06, 0.22], [-1.91, 0.26, -0.23], [-0.02, -0.02, -0.05], [0.83, -0.12, 0.27], [0.16, -0.07, -0.34], [0.09, 0.01, -0.01], [0.36, -0.02, 0.29], [0.09, -0.15, 0.02], [0.00, 0.08, 0.01], [0.02, -0.02, 0.01], [0.00, -0.02, 0.01], [0.01, 0.00, 0.00], [0.00, 0.00, 0.00], [0.00, 0.00, 0.00], [-0.01, 0.01, -0.01], [0.00, 0.01, -0.01], [0.00, 0.01, 0.00], [0.00, -0.01, 0.01], [0.00, 0.01, -0.01], [0.00, 0.01, -0.01]], "mulliken_spin": [0.886, 0.000, 0.000, 0.005, 0.018, -0.003, 0.070, -0.020, -0.004, -0.001, 0.000, 0.000, 0.000, 0.000, 0.001, -0.001, 0.000, 0.000, 0.000, 0.000, 0.000, 0.000, 0.005, -0.004, 0.003, 0.002, 0.001, 0.000, 0.000, 0.000, 0.000, 0.000, 0.000, 0.000, 0.000, 0.000, 0.000, 0.000, 0.000, 0.000, 0.000, 0.000, 0.000, 0.000, 0.000, 0.000, -0.003, -0.081, 0.002, -0.006, 0.001, -0.001, -0.001, 0.000, 0.000, 0.000, 0.000, 0.002, -0.005, 0.001, 0.000, -0.001, 0.000, 0.000, 0.000, 0.000, 0.000, -0.001, 0.002, -0.001, 0.007, 0.002, 0.119, 0.010, -0.005, 0.004, 0.000, 0.000, 0.000, 0.000, 0.000, 0.000, 0.000, -0.001, 0.000, 0.002, 0.001, -0.001, -0.001, 0.006, 0.000, -0.001, 0.000, 0.000, 0.000, 0.000, 0.000, 0.000, 0.004, 0.004, 0.000, 0.001, 0.000, 0.001, 0.000, 0.000, -0.016, 0.000, -0.001, 0.000, 0.000, 0.000, -0.001, 0.000, 0.000, 0.000, 0.000, 0.000], "e_above_lowest_ev": 0.6633, "homo_lumo_gap_ev": [6.3, 7.3], "spin_multiplicity": 2, "max_force_ev_per_a": 1.9, "charge": 2, "homo_ev": [-12.28, -12.29], "s_squared": 0.784, "total_energy_ha": -5121.89304}

{"formula": "C40H56N10", "method": "ωB97M-V/def2-TZVPD", "elements": ["C", "C", "C", "C", "N", "H", "H", "H", "H", "H", "H", "H", "C", "C", "C", "C", "N", "H", "H", "H", "H", "H", "H", "H", "C", "C", "C", "C", "N", "H", "H", "H", "H", "H", "H", "H", "N", "C", "C", "C", "C", "H", "H", "H", "H", "H", "N", "C", "C", "C", "C", "H", "H", "H", "H", "H", "N", "C", "C", "C", "C", "H", "H", "H", "H", "H", "N", "C", "C", "C", "C", "H", "H", "H", "H", "H", "N", "C", "C", "C", "C", "H", "H", "H", "H", "H", "N", "C", "C", "C", "C", "H", "H", "H", "H", "H", "N", "C", "C", "C", "C", "H", "H", "H", "H", "H"], "positions_angstrom": [[-1.0419, 0.2621, -1.0221], [0.3257, 0.0341, -1.7717], [1.3074, -0.7060, -0.8688], [1.5521, -0.1688, 0.5052], [1.6583, 0.2201, 1.5775], [-1.5200, -0.6569, -0.6830], [-1.7198, 0.8891, -1.6014], [-0.8937, 0.8808, -0.1371], [0.6054, 0.9527, -2.2875], [0.1628, -0.6751, -2.5832], [2.3055, -0.7909, -1.2985], [1.0143, -1.7533, -0.7959], [-3.8454, -2.8393, -1.4984], [-4.4833, -1.6813, -2.3031], [-5.9693, -1.8390, -2.6141], [-6.4013, -3.0747, -3.3834], [-6.7571, -3.9737, -3.9989], [-2.9106, -2.5485, -1.0191], [-3.6207, -3.6419, -2.2008], [-4.5471, -3.2184, -0.7554], [-3.9561, -1.5365, -3.2460], [-4.2745, -0.7904, -1.7107], [-6.4846, -0.9751, -3.0341], [-6.4233, -1.9699, -1.6319], [2.0325, -4.2421, -6.0203], [1.5194, -4.6027, -4.6960], [0.8931, -3.4654, -3.8937], [0.1266, -3.8692, -2.6875], [-0.4513, -4.1639, -1.7389], [2.7483, -3.4201, -6.0107], [1.1734, -3.9639, -6.6307], [2.5515, -5.0409, -6.5502], [2.3794, -5.0363, -4.1856], [0.7965, -5.4151, -4.7711], [0.1723, -2.8990, -4.4834], [1.6369, -2.7585, -3.5261], [4.9796, 1.3740, 1.9158], [5.5792, 2.5381, 2.4009], [6.4931, 2.9830, 1.4874], [6.4600, 2.0720, 0.4516], [5.4650, 1.1118, 0.7367], [4.3759, 0.7649, 2.4493], [5.3574, 2.8358, 3.4151], [7.1104, 3.8684, 1.5225], [7.0267, 2.2191, -0.4559], [4.9980, 0.2986, 0.2010], [3.7568, -4.4074, -2.1954], [3.4968, -3.6861, -1.0765], [4.2701, -2.5039, -1.1423], [4.7702, -2.4401, -2.4836], [4.4247, -3.6471, -3.0350], [3.3190, -5.2995, -2.3762], [2.8280, -4.0344, -0.3034], [4.3468, -1.7644, -0.3589], [5.2797, -1.6125, -2.9549], [4.5502, -4.1376, -3.9889], [-4.8422, -1.8218, 2.1647], [-4.0534, -1.0324, 1.3244], [-2.7496, -1.1257, 1.7147], [-2.6868, -2.0436, 2.7548], [-3.9905, -2.4644, 3.0168], [-5.8449, -1.9212, 2.0951], [-4.5406, -0.4963, 0.5234], [-1.8403, -0.6540, 1.3727], [-1.8438, -2.3804, 3.3399], [-4.3640, -3.1549, 3.7585], [3.7989, 1.3281, 4.9040], [4.2303, 1.6503, 6.1381], [3.6674, 2.9031, 6.4107], [2.7894, 3.2204, 5.4069], [2.8723, 2.2467, 4.4528], [4.1197, 0.5023, 4.4189], [5.0585, 1.1239, 6.5891], [3.8919, 3.5743, 7.2265], [2.1747, 4.1073, 5.3619], [2.3916, 2.0104, 3.5150], [-2.7764, 3.5326, 3.1446], [-1.8680, 3.7123, 4.1305], [-0.6500, 3.3091, 3.5859], [-0.8461, 2.7281, 2.3446], [-2.1652, 2.8878, 2.0612], [-3.7776, 3.6555, 3.1956], [-2.1166, 4.1662, 5.0784], [0.3309, 3.3383, 4.0369], [-0.1430, 2.2114, 1.7081], [-2.7111, 2.7512, 1.1393], [3.5647, 3.0827, -0.6372], [2.9976, 3.3304, -1.8786], [1.6759, 3.6716, -1.7236], [1.4146, 3.5510, -0.3737], [2.6018, 3.3183, 0.2952], [4.5215, 2.8643, -0.3986], [3.6779, 3.3644, -2.7167], [0.9805, 4.0556, -2.4553], [0.4579, 3.7368, 0.0918], [2.7003, 3.1454, 1.3567], [-7.5126, 2.2101, -0.3265], [-7.1338, 2.1645, 0.9900], [-5.7783, 1.8846, 1.1044], [-5.3552, 1.7487, -0.2157], [-6.4144, 1.9463, -1.0869], [-8.4699, 2.3627, -0.6099], [-7.9497, 2.3018, 1.6841], [-5.2014, 1.7881, 2.0123], [-4.3245, 1.6319, -0.5166], [-6.5178, 1.9211, -2.1617]], "atomic_forces_ev_per_a": [[0.89, 0.53, -0.34], [-1.93, -0.35, 0.47], [1.16, 0.42, 0.41], [-0.93, -0.47, -1.26], [0.59, 0.25, 0.52], [0.04, -0.01, -0.35], [-0.14, -0.42, -0.39], [0.34, -0.08, 0.25], [0.66, 0.07, 0.63], [-0.20, -0.05, -0.14], [0.04, 0.20, -0.32], [-0.32, 0.02, 0.39], [-0.48, -0.08, -1.08], [0.91, -0.14, -0.23], [-0.79, -1.25, 0.77], [0.87, 1.53, 0.53], [-0.04, -0.21, -0.03], [-0.18, 0.04, 0.01], [0.01, -0.26, 0.21], [0.13, 0.02, 0.16], [0.25, -0.05, -0.02], [-0.65, 0.35, -0.17], [0.40, 0.03, -0.28], [-0.39, -0.02, 0.11], [-0.11, 0.89, -1.87], [0.11, -1.29, 1.50], [-0.41, 0.19, 0.64], [0.48, -0.23, -0.38], [0.07, 0.08, -0.02], [-0.12, 0.24, 0.16], [0.20, 0.26, -0.41], [-0.19, -0.28, 0.26], [-0.30, 0.04, 0.57], [-0.10, -0.01, -0.09], [0.10, 0.04, -0.34], [0.25, 0.10, -0.18], [0.00, 1.28, 2.22], [-1.05, -0.83, 1.93], [0.29, 0.19, -0.44], [0.11, 0.21, -1.28], [0.49, -0.87, -1.59], [-0.26, 0.30, -0.42], [0.04, 0.22, -0.13], [-0.11, -0.11, 0.22], [-0.07, -0.49, -0.07], [0.57, -0.01, -0.40], [-2.03, -0.21, 2.05], [1.32, 1.14, 1.52], [-1.59, -1.05, -0.69], [-0.04, -0.30, 0.76], [1.33, -0.10, -2.88], [0.24, 0.24, -0.16], [0.28, -0.16, 0.04], [-0.11, -0.04, -0.09], [0.14, -0.27, 0.01], [0.60, 0.73, -0.36], [1.48, 0.43, -0.85], [-1.29, 0.23, -0.08], [0.64, 0.14, -0.32], [-1.51, -1.30, 1.58], [0.49, -0.07, 0.37], [0.35, -0.05, 0.05], [0.20, 0.06, 0.19], [-0.48, 0.26, -0.37], [0.07, 0.13, -0.21], [0.06, 0.07, -0.05], [-0.38, -0.80, -0.46], [0.86, 1.36, -0.24], [0.59, -0.07, 1.47], [-0.69, 1.21, -0.39], [0.61, -1.67, -1.08], [-0.46, 0.02, 0.24], [-0.28, -0.05, 0.21], [-0.02, -0.41, 0.22], [0.03, -0.10, -0.05], [-0.35, 0.34, 0.09], [-0.18, -1.10, -1.29], [1.18, 0.32, -0.59], [0.69, -0.02, 2.00], [-0.48, -0.19, -0.98], [-1.34, 0.80, 0.14], [0.27, 0.13, 0.14], [0.05, -0.07, -0.15], [-0.26, 0.13, 0.43], [0.12, 0.23, 0.13], [-0.10, -0.27, 0.19], [-0.76, 0.60, -0.44], [1.70, 0.04, -0.18], [0.38, -0.23, -0.72], [-0.43, 0.92, 1.60], [-1.26, -0.94, 0.45], [-0.19, 0.25, -0.51], [-0.33, -0.08, -0.18], [0.20, -0.34, -0.18], [0.14, 0.02, 0.10], [0.36, -0.01, -0.15], [0.61, -0.26, 0.89], [-0.76, 0.07, 0.53], [-1.81, 0.44, 0.15], [0.82, 0.22, -1.60], [0.10, -0.06, -0.10], [0.38, -0.07, -0.18], [0.42, 0.03, 0.44], [-0.09, -0.06, -0.12], [-0.05, -0.22, -0.16], [0.36, 0.02, 0.09]], "mulliken_spin": [0.001, -0.002, 0.001, -0.001, 0.001, 0.000, 0.000, 0.000, 0.001, 0.000, 0.000, 0.000, 0.000, 0.000, 0.000, 0.000, 0.000, 0.000, 0.000, 0.000, 0.000, 0.000, 0.000, 0.000, 0.000, 0.000, 0.000, 0.000, 0.000, 0.000, 0.000, 0.000, 0.000, 0.000, 0.000, 0.000, -0.020, 0.226, 0.020, 0.098, 0.167, -0.002, -0.008, 0.001, -0.001, 0.024, 0.000, 0.000, 0.001, 0.000, 0.000, 0.000, 0.000, 0.000, 0.000, 0.000, 0.000, 0.000, 0.000, 0.000, 0.000, 0.000, 0.000, 0.000, 0.000, 0.000, -0.014, 0.169, 0.040, 0.008, 0.103, -0.001, -0.003, 0.001, -0.001, 0.039, 0.000, 0.011, 0.005, -0.001, 0.007, 0.000, 0.000, -0.003, 0.000, 0.000, -0.003, 0.048, 0.025, -0.006, 0.074, 0.004, -0.001, -0.001, -0.001, -0.009, 0.000, 0.000, 0.000, 0.000, 0.000, 0.000, 0.000, 0.000, 0.000, 0.000], "homo_lumo_gap_ev": [7.4, 2.0], "spin_multiplicity": 2, "max_force_ev_per_a": 3.2, "charge": 1, "homo_ev": [-9.49, -9.49], "s_squared": 0.758, "total_energy_ha": -2104.90488}